Entry 1:
Density functional theory data (ωB97M-V with the def2-TZVPD basis set) for C5H13NO in the gas phase.

Values from the calculation:
**Largest force on an atom**: 0.0136 Eh/bohr
**HOMO**: -8.721 eV
**Gap between HOMO and LUMO**: 9.8 eV
**Total charge**: 0
**2S+1**: 1

Atoms and positions in Å:
C1 -0.7994 -0.1739 -2.9134
N1 -0.6919 0.4772 -1.6195
C2 -1.1687 -0.2694 -0.4737
C3 -0.6418 0.3542 0.8049
C4 0.8548 0.1103 0.9940
C5 1.2016 -1.3142 1.4044
O1 1.3882 1.0060 1.9940
H1 -1.4542 -1.0535 -2.8754
H2 0.1701 -0.5188 -3.2810
H3 -1.2039 0.5121 -3.6674
H4 -1.1081 1.3977 -1.6340
H5 -0.8296 -1.2988 -0.5632
H6 -2.2734 -0.3485 -0.4891
H7 -0.7739 1.4295 0.6978
H8 -1.2000 0.0515 1.6994
H9 1.3590 0.3612 0.0639
H10 2.2763 -1.3671 1.5769
H11 0.7178 -1.5889 2.3412
H12 0.9135 -2.0162 0.6181
H13 0.6503 1.4913 2.3858

Results of the Mulliken charge analysis, in e, for atoms 1 through 8: atom 1 (C): -0.8977, atom 2 (N): -0.2450, atom 3 (C): -0.6907, atom 4 (C): -0.9263, atom 5 (C): 0.4167, atom 6 (C): -1.2626, atom 7 (O): -0.5770, atom 8 (H): 0.3053

=====

Entry 2:
Density functional theory data (ωB97M-V with the def2-TZVPD basis set) for 2 unconnected molecules or ions with the total composition C3H8O in a non-equilibrium geometry.

Values from the calculation:
**Largest force on an atom**: 0.1300 Eh/bohr
**HOMO**: -9.608 eV
**Gap between HOMO and LUMO**: 10.5 eV
**Total charge**: 0
**2S+1**: 1

Atoms and positions in Å:
C1 -0.3327 1.6695 -0.6865
C2 -0.9299 0.6141 -1.2380
C3 -0.3509 -0.7985 -1.4984
H1 -0.8166 2.5272 -0.4141
H2 0.7442 1.7344 -0.4522
H3 -1.9816 0.6539 -1.5900
H4 -0.4206 -1.1402 -2.4101
H5 0.8001 -0.6870 -1.4172
H6 -0.6564 -1.6731 -0.8103
O1 1.4781 -0.7550 3.1874
H7 0.5006 -0.8442 3.5199
H8 1.9660 -1.3010 3.8097

Results of the Mulliken charge analysis, in e, for atoms 1 through 8: atom 1 (C): -0.7440, atom 2 (C): 0.1678, atom 3 (C): -1.0231, atom 4 (H): 0.3049, atom 5 (H): 0.1939, atom 6 (H): 0.2502, atom 7 (H): 0.3862, atom 8 (H): 0.2468

=====

Entry 3:
Density functional theory data (ωB97M-V with the def2-TZVPD basis set) for a molecular structure, C28H36BIN9NiS.

Values from the calculation:
**Largest force on an atom**: 0.0151 Eh/bohr
**HOMO**: -11.410 eV
**Gap between HOMO and LUMO**: 8.3 eV
**Total charge**: +1
**2S+1**: 1

Atoms and positions in Å:
Ni1 -0.3762 -0.0171 -0.2390
C1 -1.3963 -0.9599 3.7300
C2 -1.5029 0.5293 4.0348
C3 -0.3847 1.0210 4.9570
C4 -1.7242 1.3840 2.8099
C5 -2.3959 2.6266 2.8576
C6 -2.6675 2.9379 1.5548
N1 -2.1445 1.9731 0.7664
N2 -1.5276 1.0262 1.5424
B1 -2.7612 1.4739 -0.5616
N3 -3.0578 -0.0458 -0.3979
C7 -4.2036 -0.7251 -0.5046
C8 -3.9261 -2.0737 -0.4278
C9 -2.5362 -2.1579 -0.2904
N4 -2.0303 -0.9249 -0.2692
C10 -1.7050 -3.4037 -0.2088
C11 -0.9422 -3.6374 -1.5120
C12 -0.7603 -3.3806 0.9872
N5 -1.8030 1.5710 -1.7792
C13 -1.9346 2.3205 -2.8790
C14 -1.0977 1.8215 -3.8505
C15 -0.4803 0.6991 -3.2792
N6 -0.9034 0.5802 -2.0129
C16 0.3283 -0.3195 -4.0408
C17 1.0750 0.3299 -5.2072
C18 1.2904 -1.1591 -3.2069
H1 -1.2580 -1.5195 4.6567
H2 -0.5569 -1.1716 3.0748
H3 -2.3020 -1.3249 3.2419
H4 -2.4368 0.6658 4.5904
H5 0.5998 0.7449 4.5822
H6 -0.4963 0.5700 5.9436
H7 -0.4102 2.1048 5.0795
H8 -2.7061 3.1643 3.7379
H9 -3.2358 3.7480 1.1265
H10 -3.7546 2.0932 -0.8008
H11 -5.1376 -0.1995 -0.6151
H12 -4.6215 -2.8938 -0.4701
H13 -2.4125 -4.2255 -0.0786
H14 -0.2436 -2.8204 -1.6963
H15 -1.6184 -3.6986 -2.3651
H16 -0.3706 -4.5652 -1.4596
H17 -0.0892 -2.5199 0.9143
H18 -0.1558 -4.2892 1.0120
H19 -1.2971 -3.2958 1.9312
H20 -2.6356 3.1386 -2.8996
H21 -0.9918 2.1796 -4.8582
H22 -0.4213 -0.9931 -4.4707
H23 1.7804 1.0773 -4.8373
H24 0.4057 0.8093 -5.9198
H25 1.6397 -0.4287 -5.7495
H26 2.3009 -0.7560 -3.2652
H27 1.3201 -2.1867 -3.5689
H28 1.0059 -1.1876 -2.1574
S1 2.0731 3.6233 -0.7409
C19 0.8018 2.5182 -0.4954
N7 1.1233 1.2579 -0.4580
C20 2.5043 1.0945 -0.5974
C21 3.2271 -0.0986 -0.5187
C22 4.5950 -0.0562 -0.6562
C23 5.2658 1.1566 -0.8679
C24 4.5737 2.3439 -0.9274
C25 3.1872 2.3003 -0.7778
H29 -0.2173 2.8578 -0.3707
H30 2.7145 -1.0363 -0.3696
H31 5.1645 -0.9747 -0.6053
H32 6.3416 1.1590 -0.9781
H33 5.0878 3.2846 -1.0695
I1 4.0240 1.5301 4.0074
C26 2.8279 0.2744 2.9107
C27 2.9826 -1.0766 2.7036
N8 1.9559 -1.4585 1.9230
N9 1.1353 -0.4398 1.6135
C28 1.6558 0.6148 2.2196
H34 3.7264 -1.7738 3.0505
H35 1.7368 -2.3886 1.6078
H36 1.1796 1.5784 2.1450

Results of the Mulliken charge analysis, in e, for atoms 1 through 8: atom 1 (Ni): -0.3235, atom 2 (C): -1.1261, atom 3 (C): 0.7225, atom 4 (C): -1.4087, atom 5 (C): -0.2683, atom 6 (C): -1.3597, atom 7 (C): -0.6037, atom 8 (N): 0.4102

=====

Entry 4:
Density functional theory data (ωB97M-V with the def2-TZVPD basis set) for 4 unconnected molecules or ions with the total composition C29H38F4O4P in a non-equilibrium geometry.

Values from the calculation:
**Largest force on an atom**: 0.0344 Eh/bohr
**HOMO**: -4.322 eV
**Gap between HOMO and LUMO**: 7.1 eV
**Total charge**: -1
**2S+1**: 1

Atoms and positions in Å:
C1 4.6217 -0.4827 -1.0097
C2 3.5140 -0.5925 -2.0662
C3 2.2272 0.0345 -1.5592
O1 1.4196 0.6073 -2.5320
P1 -0.0328 1.2353 -1.7319
C4 -1.5596 1.9026 -0.7961
F1 -1.5451 1.6072 0.5859
C5 -2.9196 1.5059 -1.3257
C6 -3.1816 -0.0028 -1.4447
O2 0.1394 -0.0300 -0.5332
C7 1.3162 -0.7872 -0.6276
C8 0.9704 -2.1997 -1.0634
C9 0.3555 -3.0466 0.0607
C10 -0.7289 -2.3158 0.8866
C11 -0.3258 -1.6723 2.1876
O3 -1.1500 -1.2898 3.0107
O4 1.0179 -1.5501 2.4459
H1 4.1987 -0.6218 -0.0176
H2 5.0287 0.5254 -1.0309
H3 5.4124 -1.2088 -1.1683
H4 3.7911 -0.0423 -2.9571
H5 3.4033 -1.6448 -2.3268
H6 2.5634 0.8568 -0.8972
H7 -0.7956 0.4048 -2.6339
H8 -0.1650 2.3110 -2.7213
H9 0.8241 2.1375 -0.9794
H10 -1.4703 2.9890 -0.8750
H11 -3.0741 2.0085 -2.2772
H12 -3.6676 1.9273 -0.6495
H13 -3.9396 -0.3496 -0.7457
H14 -3.5526 -0.2368 -2.4415
H15 -2.2818 -0.5900 -1.3069
H16 1.8287 -0.7971 0.3321
H17 0.3260 -2.1415 -1.9362
H18 1.8940 -2.6832 -1.3888
H19 1.1314 -3.3972 0.7342
H20 -0.1288 -3.9130 -0.3852
H21 -1.4899 -3.0403 1.1788
H22 -1.2337 -1.5574 0.2992
H23 1.1724 -0.6154 2.6235
F2 1.3152 0.9840 3.1720
C12 0.4270 1.4075 4.0984
C13 -0.8761 1.6480 3.7150
C14 -1.7860 2.0459 4.6824
C15 -1.3829 2.2160 6.0011
C16 -0.0632 1.9779 6.3578
C17 0.8536 1.5640 5.4023
H24 -1.1661 1.5133 2.6800
H25 -2.8153 2.2240 4.4020
H26 -2.0980 2.5311 6.7498
H27 0.2547 2.1091 7.3838
H28 1.8843 1.3582 5.6594
F3 5.5556 0.2271 -4.5973
C18 5.0917 1.0095 -5.5887
C19 5.7071 2.2214 -5.8284
C20 5.2231 3.0236 -6.8509
C21 4.1354 2.6112 -7.6078
C22 3.5300 1.3907 -7.3424
C23 4.0097 0.5772 -6.3276
H29 6.5466 2.5267 -5.2186
H30 5.6948 3.9757 -7.0533
H31 3.7559 3.2438 -8.3990
H32 2.6745 1.0723 -7.9221
H33 3.5499 -0.3745 -6.0993
F4 -6.7216 -2.3829 6.1013
C24 -6.0201 -2.2874 4.9449
C25 -6.5552 -2.8335 3.7969
C26 -5.8344 -2.7308 2.6146
C27 -4.6000 -2.0961 2.5996
C28 -4.0785 -1.5568 3.7679
C29 -4.7969 -1.6483 4.9532
H34 -7.5170 -3.3280 3.8333
H35 -6.2410 -3.1473 1.7024
H36 -4.0399 -2.0176 1.6772
H37 -3.1155 -1.0687 3.7480
H38 -4.4147 -1.2306 5.8754

Results of the Mulliken charge analysis, in e, for atoms 1 through 8: atom 1 (C): -1.3928, atom 2 (C): 0.0312, atom 3 (C): -0.5645, atom 4 (O): -0.3279, atom 5 (P): -0.3666, atom 6 (C): -0.0006, atom 7 (F): -0.1910, atom 8 (C): -0.7901